C61H78F3N12O3S | ωB97M-V with the def2-TZVPD basis set

CARTESIAN COORDINATES (ANGSTROEM)
C (-8.43237, -7.05655, -7.76497)
N (-7.49594, -6.39631, -6.81994)
C (-7.64835, -6.48188, -5.47789)
C (-6.64154, -6.02143, -4.64426)
C (-5.53125, -5.31463, -5.21512)
C (-5.51243, -5.03560, -6.55237)
C (-6.49355, -5.61907, -7.36248)
C (-4.40956, -4.85211, -4.36978)
C (-4.03478, -3.53332, -4.28371)
C (-3.05140, -3.11539, -3.39948)
N (-2.34890, -4.02392, -2.70644)
C (-2.59016, -5.34980, -2.88689)
C (-3.65808, -5.79221, -3.67117)
C (-1.35443, -3.56662, -1.71769)
H (-7.85594, -7.30995, -8.65469)
H (-9.26760, -6.39313, -7.98940)
H (-8.86052, -7.92064, -7.25689)
H (-8.46736, -7.06036, -5.07667)
H (-6.62991, -6.26163, -3.59137)
H (-4.69970, -4.56799, -7.08830)
H (-6.42383, -5.74694, -8.43261)
H (-4.43088, -2.90243, -5.06568)
H (-2.74773, -2.07909, -3.41579)
H (-1.94147, -5.96004, -2.27597)
H (-3.87445, -6.84985, -3.63985)
H (-0.95459, -2.62907, -2.10399)
H (-0.57388, -4.27901, -1.98479)
H (-1.73828, -3.64510, -0.70054)
C (8.02095, 1.27445, -4.28739)
N (7.38402, 1.08596, -2.95454)
C (8.00188, 1.66955, -1.91197)
C (7.31414, 1.70782, -0.61406)
C (6.08793, 1.01524, -0.49659)
C (5.57419, 0.28536, -1.60135)
C (6.31094, 0.28404, -2.80859)
C (5.35467, 0.90503, 0.82882)
C (4.67467, -0.25148, 1.11357)
C (3.95943, -0.37920, 2.32035)
N (3.93250, 0.65572, 3.19246)
C (4.56760, 1.85230, 2.92852)
C (5.34632, 1.92927, 1.77472)
C (2.95193, 0.66393, 4.30692)
H (9.06378, 1.57441, -4.18426)
H (7.50018, 2.10400, -4.76566)
H (7.89217, 0.32372, -4.80472)
H (8.94128, 2.17659, -2.07580)
H (7.80490, 2.27290, 0.16456)
H (4.62182, -0.21865, -1.52812)
H (5.92352, -0.14087, -3.72279)
H (4.60067, -1.07678, 0.42089)
H (3.37025, -1.24763, 2.57548)
H (4.45575, 2.64081, 3.65800)
H (5.94977, 2.77795, 1.48838)
H (1.95661, 0.45615, 3.91415)
H (2.96333, 1.61294, 4.84297)
H (3.19677, -0.13747, 5.00400)
C (-2.79375, -1.01821, 0.01633)
N (-2.68099, -0.18720, 1.19806)
C (-1.61924, -0.49104, 2.00786)
C (-1.48393, 0.26078, 3.19052)
C (-2.40482, 1.26596, 3.50188)
C (-3.32167, 1.64111, 2.48111)
C (-3.52011, 0.86254, 1.31833)
C (-2.27510, 2.00970, 4.76007)
C (-2.36807, 3.38341, 4.92500)
C (-2.26503, 3.99919, 6.17366)
N (-2.06576, 3.17730, 7.27037)
C (-1.98369, 1.81170, 7.16939)
C (-1.99170, 1.24926, 5.94038)
C (-1.79683, 3.78446, 8.60447)
H (-2.36770, -1.98654, 0.27888)
H (-2.18886, -0.62856, -0.80244)
H (-3.84446, -1.13285, -0.25005)
H (-0.92835, -1.25768, 1.68955)
H (-0.65661, -0.00915, 3.83012)
H (-3.98353, 2.49018, 2.56717)
H (-4.16468, 0.98485, 0.46044)
H (-2.52267, 3.92684, 4.00459)
H (-2.22210, 5.07730, 6.22105)
H (-1.89131, 1.33734, 8.13523)
H (-1.80237, 0.18922, 5.85751)
H (-0.95387, 3.24327, 9.03415)
H (-2.69542, 3.61636, 9.19809)
H (-1.61668, 4.85946, 8.59887)
C (5.97816, -3.30436, -1.42887)
N (4.73087, -3.53712, -0.69944)
C (4.75629, -3.97519, 0.54804)
C (3.60806, -4.21193, 1.30281)
C (2.34933, -3.98711, 0.67378)
C (2.30725, -3.53861, -0.64062)
C (3.56719, -3.30132, -1.33370)
C (1.08593, -4.42148, 1.33498)
C (0.18659, -5.25981, 0.62206)
C (-0.97586, -5.79835, 1.22321)
N (-1.20921, -5.43645, 2.53843)
C (-0.41903, -4.59185, 3.23309)
C (0.74826, -4.10575, 2.63069)
C (-2.27483, -6.05357, 3.22005)
H (6.79731, -3.36486, -0.71233)
H (6.03861, -2.33673, -1.92700)
H (6.09787, -4.13106, -2.12911)
H (5.72239, -4.20511, 0.97253)
H (3.65224, -4.66036, 2.28433)
H (1.32654, -3.38176, -1.06489)
H (3.64419, -2.86441, -2.31838)
H (0.41092, -5.47042, -0.41317)
H (-1.68145, -6.45423, 0.73497)
H (-0.69552, -4.35332, 4.24948)
H (1.44491, -3.49110, 3.18141)
H (-1.86799, -6.70497, 3.99352)
H (-2.89683, -6.68666, 2.58727)
H (-2.86140, -5.31478, 3.76615)
C (3.59220, 3.48951, -1.89527)
C (3.71857, 4.43345, -0.66687)
N (2.64053, 4.26400, 0.26609)
C (2.37166, 3.10324, 0.99062)
C (1.25797, 3.26390, 1.84702)
N (1.04122, 4.64151, 1.84012)
C (1.92850, 5.28398, 0.90145)
C (-0.01083, 5.44127, 2.46791)
H (4.43488, 3.72312, -2.54597)
H (2.67235, 3.56143, -2.47562)
H (3.75370, 2.48590, -1.50183)
H (3.64637, 5.49838, -0.88784)
H (4.64047, 4.31276, -0.09799)
H (2.85383, 2.21866, 0.60146)
H (0.70557, 2.58424, 2.47892)
H (2.01383, 6.33778, 0.68092)
H (0.18721, 6.51313, 2.46925)
H (-0.19273, 5.17866, 3.51004)
H (-0.90644, 5.30385, 1.86202)
C (-1.53477, 8.69091, -0.62704)
C (-0.87710, 7.25404, -0.75632)
N (-1.79257, 6.15289, -1.05127)
C (-1.48765, 4.84163, -1.27815)
C (-2.62463, 4.02573, -1.31340)
N (-3.65948, 4.89639, -1.08319)
C (-3.16565, 6.14060, -1.00914)
C (-5.02301, 4.43303, -0.87100)
H (-1.94215, 9.07206, -1.56345)
H (-0.81168, 9.45041, -0.32971)
H (-2.31957, 8.73943, 0.12784)
H (-0.35192, 7.06151, 0.17921)
H (-0.07617, 7.25793, -1.49565)
H (-0.42733, 4.63812, -1.30457)
H (-2.78246, 2.97233, -1.49185)
H (-3.75627, 7.02961, -0.84421)
H (-5.29241, 4.29402, 0.17600)
H (-5.01791, 3.44286, -1.32667)
H (-5.75741, 5.14863, -1.24070)
C (-0.19617, 1.36181, -1.03660)
F (0.67052, 2.35114, -1.40949)
F (-1.07093, 1.75192, -0.22469)
F (-0.76841, 0.93173, -2.13904)
S (0.94966, -0.06910, -0.19909)
O (0.13451, -1.30664, -0.36470)
O (2.19451, -0.10803, -0.99347)
O (1.22262, 0.33849, 1.18632)

Output
**HOMO**: -25.611 eV
**Electronic energy**: -107418.61645 eV
**LUMO energy**: -18.87 eV
**Total charge**: +9
**Spin multiplicity**: 1
**Kohn-Sham gap**: 6.7 eV
**Largest force on an atom**: 5.7 eV Å⁻¹